Formula: C3H10NOS
Source: OMol25
Level of theory: ωB97M-V/def2-TZVPD

Net charge = -1
HOMO = -2.873 eV
E_LUMO = 0.1193 Eh
Frontier orbital gap = 6.12 eV

XYZ file:
```
16
C3H10NOS ωB97M-V/def2-TZVPD
C 2.139 0.422 0.452
S 2.243 -0.052 -1.296
C 0.458 -0.013 -1.687
H 1.185 0.132 0.865
H 3.004 0.047 0.964
H 2.034 1.557 0.458
H 0.168 1.043 -1.482
H -0.058 -0.517 -0.904
H 0.276 -0.474 -2.759
N -2.408 0.811 1.929
C -2.658 -0.552 1.368
O -1.896 -0.778 0.307
H -2.294 1.350 1.025
H -1.442 0.757 2.393
H -3.789 -0.541 1.110
H -2.574 -1.121 2.305
```